Computed, not measured: the molecule C20H21ClN2O7S, with ωB97M-V/def2-TZVPD.

The geometry in XYZ format:
```
52
C20H21ClN2O7S | OMol25 | ωB97M-V/def2-TZVPD
C 4.655 0.281 5.505
O 4.936 1.583 5.054
C 4.631 1.901 3.753
C 4.055 1.059 2.827
C 3.797 1.494 1.518
C 3.201 0.559 0.594
C 2.950 0.761 -0.710
C 2.322 -0.229 -1.576
O 2.038 -0.053 -2.735
O 2.054 -1.405 -0.933
C 1.380 -2.391 -1.692
C -0.145 -2.240 -1.674
O -0.856 -2.903 -2.388
N -0.568 -1.308 -0.778
C -1.853 -0.821 -0.593
C -2.986 -1.488 -1.053
C -4.233 -0.928 -0.865
S -5.674 -1.769 -1.545
O -6.841 -1.096 -1.059
O -5.541 -3.175 -1.320
N -5.594 -1.504 -3.186
C -5.732 -0.123 -3.572
C -4.602 -2.264 -3.906
C -4.396 0.281 -0.217
C -3.282 0.941 0.275
C -2.025 0.395 0.083
Cl -0.630 1.233 0.691
C 4.127 2.805 1.172
C 4.699 3.656 2.095
C 4.960 3.222 3.386
O 5.523 4.060 4.282
H 4.980 0.252 6.543
H 3.583 0.064 5.455
H 5.208 -0.468 4.930
H 3.799 0.046 3.095
H 2.941 -0.406 1.014
H 3.186 1.687 -1.211
H 1.646 -3.359 -1.261
H 1.704 -2.357 -2.738
H 0.152 -0.800 -0.274
H -2.888 -2.442 -1.543
H -6.070 -0.070 -4.607
H -4.789 0.431 -3.477
H -6.484 0.320 -2.925
H -4.554 -3.249 -3.451
H -4.915 -2.364 -4.946
H -3.611 -1.795 -3.875
H -5.391 0.676 -0.089
H -3.384 1.878 0.800
H 3.932 3.166 0.175
H 4.955 4.671 1.836
H 5.629 3.586 5.120
```

* E_HOMO: -0.311 Ha
* E_LUMO: -0.35 eV
* charge: 0
* SMILES: COc1cc(/C=C/C(=O)OCC(=O)Nc2cc(S(=O)(=O)N(C)C)ccc2Cl)ccc1O
* calculated total energy: -61750.967 eV
* spin multiplicity: 1


Computed, not measured: a 2-piece molecular cluster, C20H21ClN5O6S overall, with ωB97M-V/def2-TZVPD.

The geometry in XYZ format:
```
54
C20H21ClN5O6S | OMol25 | ωB97M-V/def2-TZVPD
O -5.664 -1.530 2.570
N -5.082 -0.420 2.641
O -5.687 0.671 2.505
C -3.667 -0.402 2.880
C -2.981 0.825 2.954
C -1.606 0.836 3.198
C -0.913 -0.376 3.366
S 0.881 -0.403 3.714
C 1.675 -0.396 2.182
Cl 3.055 0.455 1.886
O 1.144 0.821 4.440
O 1.084 -1.690 4.346
C -1.598 -1.597 3.258
C -2.970 -1.615 3.018
H -3.543 1.748 2.837
H -1.097 1.794 3.286
H 1.409 -1.170 1.470
H -1.079 -2.543 3.393
H -3.514 -2.553 2.953
C 6.173 -0.257 0.281
C 6.058 0.910 1.202
C 6.367 0.853 2.541
C 6.290 2.054 3.370
O 5.937 3.181 2.960
N 6.624 1.941 4.714
C 6.631 3.095 5.576
C 6.878 0.704 5.407
N 5.725 2.138 0.730
N 4.656 2.280 0.070
C 4.607 3.557 -0.592
N 3.266 3.808 -0.749
C 2.700 4.911 -1.360
C 1.322 5.141 -1.160
C 0.715 6.225 -1.787
C 1.470 7.080 -2.609
C 2.842 6.854 -2.790
C 3.466 5.771 -2.166
O 5.568 4.216 -0.981
H 6.339 -1.178 0.854
H 5.272 -0.379 -0.332
H 7.031 -0.112 -0.391
H 6.752 -0.092 2.918
H 6.462 4.003 4.993
H 5.854 3.006 6.354
H 7.604 3.155 6.087
H 6.822 -0.147 4.727
H 7.883 0.732 5.857
H 6.142 0.545 6.213
H 2.700 3.130 -0.249
H 0.770 4.458 -0.506
H -0.350 6.391 -1.627
H 0.988 7.922 -3.109
H 3.443 7.511 -3.418
H 4.534 5.587 -2.280
```

* E_HOMO: -0.117 Ha
* E_LUMO: 1.51 eV
* charge: -1
* calculated total energy: -64169.233 eV
* spin multiplicity: 1
* energy relative to the best compared isomer or geometry (same formula, charge and spin): 0.0 kcal/mol


Computed, not measured: the molecule C20H21F2NO2, with ωB97M-V/def2-TZVPD.

The geometry in XYZ format:
```
46
C20H21F2NO2 | OMol25 | ωB97M-V/def2-TZVPD
C 4.927 2.845 -0.737
C 3.633 2.097 -0.748
C 3.596 0.744 -0.407
C 2.398 0.038 -0.309
C 1.157 0.631 -0.534
C -0.071 -0.291 -0.416
C -1.396 0.475 -0.388
C -2.552 -0.152 -0.901
C -3.767 0.543 -0.944
C -3.872 1.896 -0.613
C -5.154 2.659 -0.709
C -2.712 2.502 -0.136
F -2.785 3.822 0.248
C -1.510 1.826 0.033
N 0.095 -1.665 0.691
C -1.212 -2.399 1.084
C -0.993 -3.914 0.996
C 0.522 -4.123 0.785
C 1.182 -2.761 0.750
C 1.898 -2.477 2.252
O 1.440 -3.162 3.158
O 2.687 -1.513 2.119
C 1.191 1.984 -1.005
C 2.406 2.675 -1.054
F 2.394 4.005 -1.396
H 5.727 2.113 -0.577
H 5.156 3.373 -1.675
H 5.019 3.582 0.077
H 4.521 0.244 -0.183
H 2.474 -1.016 -0.112
H -0.063 -0.972 -1.317
H -2.489 -1.130 -1.401
H -4.661 0.024 -1.241
H -5.989 1.972 -0.881
H -5.402 3.258 0.182
H -5.150 3.357 -1.559
H -0.643 2.437 0.315
H 0.270 -1.088 1.533
H -2.157 -2.078 0.614
H -1.218 -2.111 2.143
H -1.546 -4.377 0.158
H -1.293 -4.362 1.963
H 0.726 -4.716 -0.128
H 0.917 -4.642 1.675
H 1.984 -2.680 -0.003
H 0.321 2.530 -1.400
```

* E_HOMO: -0.300 Ha
* E_LUMO: -0.33 eV
* charge: 0
* SMILES: Cc1ccc(C(c2ccc(C)c(F)c2)[N@H+]2CCC[C@@H]2C(=O)[O-])cc1F
* calculated total energy: -32098.195 eV
* spin multiplicity: 1


Computed, not measured: C20H21N3O2Se2Tl as an isolated structure, with ωB97M-V/def2-TZVPD.

The geometry in XYZ format:
```
49
C20H21N3O2Se2Tl | OMol25 | ωB97M-V/def2-TZVPD
Tl -0.590 0.648 -0.127
C 3.498 -1.300 1.541
C 3.239 -2.667 1.553
C 1.931 -3.101 1.693
C 0.932 -2.133 1.741
N 1.187 -0.826 1.696
C 2.430 -0.414 1.644
C -0.532 -2.476 1.817
C -0.982 -3.779 1.620
C -2.344 -4.020 1.599
C -3.204 -2.956 1.782
C -2.683 -1.675 1.938
N -1.379 -1.456 1.956
C -3.587 -0.470 1.956
C -4.977 -0.523 1.858
C -5.675 0.648 1.699
C -4.974 1.848 1.684
C -3.607 1.817 1.871
N -2.943 0.695 1.960
H 4.504 -0.899 1.473
H 4.036 -3.387 1.462
H 1.701 -4.162 1.733
H 2.544 0.668 1.595
H -0.299 -4.605 1.528
H -2.718 -5.029 1.435
H -4.266 -3.136 1.789
H -5.483 -1.486 1.860
H -6.737 0.607 1.568
H -5.479 2.784 1.549
H -3.053 2.747 1.930
O 0.522 1.753 -4.197
C 0.796 2.319 -2.918
C 2.191 2.022 -2.370
C 3.169 2.242 -3.539
O 2.842 3.313 -4.423
C 2.434 0.593 -1.852
Se 1.090 -0.809 -2.300
C 2.505 2.998 -1.252
Se 1.207 2.976 0.276
H 0.601 0.801 -4.066
H 0.039 2.035 -2.182
H 0.739 3.392 -3.045
H 3.271 1.320 -4.123
H 4.152 2.479 -3.122
H 2.054 2.991 -4.884
H 2.476 0.592 -0.749
H 3.395 0.233 -2.190
H 2.535 4.028 -1.623
H 3.492 2.764 -0.844
```

* E_HOMO: -0.117 Ha
* E_LUMO: 2.22 eV
* charge: -1
* calculated total energy: -165034.087 eV
* spin multiplicity: 1
* energy relative to the best compared isomer or geometry (same formula, charge and spin): 0.0 kcal/mol


What is the formula in the fourth record? C20H21N3O2Se2Tl